Here is a single C23H26N4O4 molecule from the OMol25 dataset. Energies are from wB97M-V/def2-TZVPD.

Element x y z (Å)
C  0.40274  -2.82910  -2.50740
C  1.45310  -1.87418  -1.96945
O  1.63861  -2.14563  -0.58582
C  2.29225  -1.18327  0.11785
O  2.68054  -0.15093  -0.38123
N  2.46691  -1.53435  1.40626
C  1.98459  -2.77885  1.97209
C  1.44263  -2.54856  3.38681
C  0.87547  -1.12704  3.48731
N  -0.05540  -0.86447  2.40752
C  -1.07739  -1.66026  2.07808
O  -1.43820  -2.62002  2.74397
C  -1.75927  -1.35110  0.76760
C  -2.78247  -2.23762  0.42792
C  -3.44791  -2.18398  -0.78260
C  -3.08998  -1.23992  -1.73298
C  -2.08415  -0.35153  -1.41480
C  -1.42894  -0.37082  -0.17611
C  -0.46554  0.75863  -0.18347
O  0.22497  1.20106  0.72509
N  -0.49534  1.29313  -1.42215
C  0.34458  2.39657  -1.82507
C  -0.40210  3.70005  -1.73382
C  -0.65974  4.28155  -0.49636
C  -1.39170  5.45511  -0.44571
C  -1.84515  5.99993  -1.63882
N  -1.61049  5.45411  -2.81909
C  -0.90832  4.33579  -2.86132
C  -1.50776  0.72966  -2.27412
C  2.02948  -0.12491  3.37839
C  3.06354  -0.61030  2.34307
H  0.73318  -3.85540  -2.37377
H  -0.53555  -2.69669  -1.97469
H  0.24418  -2.64273  -3.56597
H  2.40976  -2.00888  -2.48921
H  1.14896  -0.82861  -2.09003
H  1.19532  -3.16526  1.32695
H  2.80019  -3.51315  1.99268
H  2.22940  -2.65851  4.13383
H  0.65876  -3.27470  3.59582
H  0.35594  -1.01109  4.44831
H  0.14938  -0.04116  1.83949
H  -3.03236  -2.99340  1.15822
H  -4.23582  -2.89075  -0.99415
H  -3.57798  -1.20053  -2.69510
H  0.69017  2.21961  -2.84795
H  1.20322  2.39525  -1.14649
H  -0.28842  3.81271  0.40338
H  -1.60650  5.93616  0.49584
H  -2.42391  6.91400  -1.65492
H  -0.73832  3.92995  -3.85166
H  -2.25435  1.48618  -2.54824
H  -1.07369  0.33028  -3.19920
H  2.51339  -0.01191  4.34873
H  1.63140  0.84582  3.08342
H  3.46195  0.22672  1.76921
H  3.89212  -1.12266  2.84385

Cartesian forces (eV/Å) of the 6 atoms listed first:
C 0.303 0.152 0.353
C -0.060 0.188 -0.474
O -0.050 -0.045 0.315
C 0.131 -0.210 -0.159
O 0.070 0.328 -0.267
N 0.054 -0.130 -0.001

## Properties
relative energy (zero: lowest compared OMol25 entry of this formula, charge and spin) = 0.000 eV
lowest unoccupied orbital energy = 0.1388 eV
HOMO-LUMO gap = 8.84 eV
maximum force = 0.7 eV/A
E_HOMO = -8.71 eV